A structure of composition C11H21N7O4RuSe at a distorted geometry. Source: OMol25; level of theory: ωB97M-V with the def2-TZVPD basis set.

Cartesian coordinates (Å):
Ru: 3.717 0.123 13.047
N: 2.509 1.958 14.094
C: 3.550 2.742 14.813
C: 3.290 4.124 15.315
C: 2.354 4.084 16.574
C: 3.197 3.741 17.835
N: 2.449 3.194 18.921
C: 2.016 1.937 18.984
N: 1.383 1.495 20.054
N: 2.335 1.074 18.028
C: 4.895 2.680 14.045
O: 5.756 3.449 14.358
O: 5.011 1.783 13.134
H: 2.026 2.564 13.401
H: 1.810 1.685 14.812
H: 3.912 2.069 15.549
H: 2.890 4.811 14.561
H: 4.259 4.589 15.516
H: 1.547 3.378 16.421
H: 1.938 5.138 16.690
H: 3.742 4.607 18.156
H: 4.009 3.059 17.529
H: 2.314 3.740 19.751
H: 1.080 2.154 20.778
H: 1.189 0.545 20.206
H: 3.170 1.267 17.442
H: 2.132 0.055 18.124
C: 2.875 -3.430 10.408
C: 3.564 -2.183 10.814
N: 3.511 -1.808 12.063
O: 2.795 -2.632 12.932
C: 4.422 -1.462 9.869
C: 4.538 -1.848 8.405
N: 4.881 -0.333 10.245
O: 5.428 0.494 9.563
H: 1.817 -3.286 10.534
H: 3.291 -4.271 10.922
H: 3.056 -3.562 9.333
H: 3.246 -2.493 13.782
H: 4.950 -2.861 8.268
H: 5.277 -1.167 8.035
H: 3.583 -1.846 7.872
Se: 2.669 -2.241 17.195
C: 3.319 -1.215 15.933
N: 3.826 -0.620 15.057

**Energy above the lowest of the compared OMol25 structures with the same formula, charge and spin**: 2.17 kcal per mole
**Multiplicity**: 6
**Total charge**: +1

A cluster of 3 separate species, C11H21O12S2 in total at a distorted geometry. Source: OMol25; level of theory: ωB97M-V with the def2-TZVPD basis set.

Cartesian coordinates (Å):
C: 4.011 0.319 2.932
C: 2.807 0.275 2.027
O: 2.402 -0.786 1.539
O: 2.285 1.485 1.790
C: 0.875 1.539 1.426
C: -0.008 1.402 2.647
C: -1.490 0.985 2.365
C: -1.993 -0.249 3.101
C: -1.480 -1.494 2.399
O: -1.886 -1.532 1.014
O: -0.721 -1.297 0.186
H: 4.061 1.220 3.522
H: 4.914 0.176 2.358
H: 3.909 -0.535 3.584
H: 0.623 0.839 0.642
H: 0.734 2.532 1.020
H: -0.030 2.376 3.129
H: 0.429 0.722 3.367
H: -2.104 1.816 2.700
H: -1.662 0.873 1.301
H: -1.528 -0.246 4.095
H: -1.921 -2.387 2.832
H: -0.390 -1.593 2.422
H: -1.066 -1.568 -0.670
C: 3.328 3.623 -1.308
C: 2.950 2.413 -2.127
O: 1.939 2.900 -3.025
S: 2.251 4.419 -3.411
O: 2.939 4.463 -4.651
O: 1.082 5.187 -3.197
O: 3.310 4.713 -2.247
H: 2.596 3.821 -0.525
H: 4.317 3.534 -0.870
H: 2.557 1.607 -1.512
H: 3.793 2.048 -2.718
C: -4.749 -3.542 -1.897
C: -4.517 -4.285 -3.197
O: -3.120 -4.105 -3.456
S: -2.318 -4.050 -2.065
O: -1.770 -5.325 -1.790
O: -1.519 -2.883 -2.078
O: -3.583 -3.826 -1.121
H: -4.814 -2.463 -2.052
H: -5.628 -3.889 -1.364
H: -5.093 -3.880 -4.024
H: -4.721 -5.353 -3.092

**Energy above the lowest of the compared OMol25 structures with the same formula, charge and spin**: 0.00 kcal per mole
**Total charge**: -1

The molecule C11H21O4P at a distorted geometry. Source: OMol25; level of theory: ωB97M-V with the def2-TZVPD basis set.

Cartesian coordinates (Å):
C: -3.350 3.199 -0.296
C: -3.234 1.986 -0.438
O: -2.852 0.653 -0.649
P: -1.180 0.486 -0.274
O: -0.472 1.599 -0.984
O: -0.622 -1.045 -0.601
C: 0.114 -1.137 -1.858
C: 1.660 -1.348 -1.518
C: 2.669 -0.467 -2.382
C: 3.057 -1.140 -3.795
C: 2.244 1.058 -2.567
O: -0.916 0.736 1.383
C: -1.861 -0.019 2.194
C: -1.509 -1.566 2.353
C: -1.790 0.639 3.664
C: -0.344 0.503 4.336
H: -3.170 4.261 0.037
H: -0.099 -0.316 -2.602
H: -0.235 -2.108 -2.355
H: 1.892 -1.219 -0.408
H: 1.918 -2.442 -1.744
H: 3.656 -0.447 -1.796
H: 2.156 -1.370 -4.439
H: 3.743 -2.042 -3.639
H: 3.703 -0.384 -4.363
H: 2.062 1.576 -1.566
H: 1.331 1.137 -3.237
H: 3.092 1.573 -3.132
H: -2.926 0.156 1.844
H: -2.020 -2.220 1.572
H: -0.386 -1.772 2.357
H: -1.917 -1.896 3.363
H: -2.023 1.746 3.585
H: -2.541 0.182 4.377
H: 0.425 0.217 3.558
H: -0.347 -0.205 5.231
H: -0.049 1.519 4.754

**DFT total energy**: -1073.9630 hartree
**SMILES**: C#CO[P@](=O)(OCCC(C)C)O[C@@H](C)CC

A structure of composition C11H21OP at a distorted geometry. Source: OMol25; level of theory: ωB97M-V with the def2-TZVPD basis set.

Cartesian coordinates (Å):
C: 3.596 0.936 -0.065
C: 2.742 0.673 0.908
C: 3.562 -0.285 -0.935
C: 2.690 -1.236 -0.401
C: 1.869 -0.432 0.631
C: -0.769 -2.610 0.643
C: -2.826 -1.471 -0.465
C: -0.410 2.348 0.945
C: -2.206 1.798 -0.725
C: -1.496 -1.200 0.304
C: -0.698 1.697 -0.328
O: -0.115 -0.369 -1.928
P: -0.238 -0.070 -0.494
H: 4.384 1.616 -0.022
H: 2.492 1.376 1.728
H: 3.126 0.009 -1.860
H: 4.579 -0.637 -1.186
H: 2.179 -1.724 -1.191
H: 3.168 -1.890 0.292
H: 1.581 -1.045 1.454
H: -1.231 -3.362 -0.080
H: 0.356 -2.457 0.593
H: -1.014 -3.189 1.606
H: -3.378 -0.552 -0.643
H: -3.397 -2.225 0.126
H: -2.549 -2.090 -1.381
H: 0.593 2.026 1.292
H: -0.491 3.501 0.952
H: -1.052 1.915 1.622
H: -2.363 2.942 -0.821
H: -2.739 1.483 0.094
H: -2.430 1.356 -1.719
H: -1.738 -0.678 1.183
H: 0.061 2.039 -1.156

**Energy above the lowest of the compared OMol25 structures with the same formula, charge and spin**: 15.06 kcal per mole

A cluster of 3 separate species, C11H22BFNO12S2 in total at a distorted geometry. Source: OMol25; level of theory: ωB97M-V with the def2-TZVPD basis set.

Cartesian coordinates (Å):
C: -4.692 -4.006 2.592
C: -4.735 -3.642 1.135
O: -5.758 -3.427 0.625
O: -3.622 -3.620 0.409
C: -2.406 -3.274 1.125
C: -1.461 -2.527 0.217
C: -1.230 -1.060 0.635
O: -1.649 -0.729 1.904
B: -1.621 0.758 1.884
O: -2.091 1.048 0.504
C: -1.828 0.011 -0.335
F: -3.027 -0.443 -0.838
C: -0.879 0.566 -1.376
N: -1.568 1.629 -2.147
H: -3.753 -4.486 2.849
H: -4.720 -3.088 3.167
H: -5.545 -4.591 2.875
H: -2.576 -2.735 2.048
H: -1.926 -4.215 1.395
H: -0.500 -3.027 0.219
H: -1.787 -2.534 -0.813
H: -0.132 -0.959 0.681
H: -0.461 1.058 2.146
H: -2.325 1.378 2.661
H: -0.525 -0.196 -2.071
H: -0.085 1.040 -0.825
H: -2.559 1.629 -1.940
H: -1.490 1.453 -3.140
C: 2.398 3.322 -4.541
C: 3.705 2.563 -4.633
O: 3.774 1.823 -3.412
S: 2.285 1.407 -2.950
O: 2.033 0.084 -3.380
O: 2.117 1.821 -1.612
O: 1.492 2.411 -3.920
H: 2.493 4.204 -3.902
H: 2.020 3.619 -5.516
H: 4.567 3.219 -4.724
H: 3.697 1.854 -5.466
C: 3.063 1.320 1.480
C: 4.155 1.519 2.513
O: 3.478 1.446 3.770
S: 2.238 0.416 3.646
O: 2.654 -0.846 4.148
O: 1.093 1.076 4.127
O: 2.205 0.333 2.049
H: 2.483 2.232 1.325
H: 3.449 0.973 0.526
H: 4.658 2.478 2.413
H: 4.894 0.713 2.472

**DFT total energy**: -2311.1020 hartree
**Total charge**: -1

A cluster of 3 separate species, C11H22N2O10P2 in total at a distorted geometry. Source: OMol25; level of theory: ωB97M-V with the def2-TZVPD basis set.

Cartesian coordinates (Å):
O: -0.987 -0.856 -5.609
C: -1.557 -1.584 -4.742
O: -0.781 -2.452 -3.963
C: -3.120 -1.594 -4.410
C: -3.831 -0.322 -3.865
C: -5.341 -0.315 -3.512
C: -6.015 -1.727 -3.768
N: -5.151 -2.748 -4.269
N: -3.870 -2.778 -4.598
H: -3.195 0.626 -3.722
H: -5.928 0.582 -3.125
H: -7.131 -1.924 -3.548
H: -5.637 -3.663 -4.401
C: -1.801 1.486 1.193
O: -0.506 1.459 0.611
P: -0.433 1.529 -0.994
O: -1.747 1.550 -1.679
O: 0.502 0.288 -1.374
C: -0.025 -1.009 -1.137
O: 0.495 2.799 -1.276
C: 1.872 2.719 -0.940
H: -2.347 0.578 0.926
H: -1.699 1.528 2.278
H: -2.355 2.366 0.857
H: -1.045 -1.088 -1.520
H: -0.014 -1.223 -0.064
H: 0.600 -1.739 -1.649
H: 2.399 2.122 -1.686
H: 2.012 2.279 0.052
H: 2.292 3.726 -0.939
C: 4.740 -0.272 5.375
O: 3.760 0.323 4.532
P: 2.809 -0.678 3.708
O: 3.116 -2.114 3.880
O: 2.928 -0.141 2.202
C: 4.183 -0.298 1.559
O: 1.334 -0.245 4.143
C: 0.845 1.018 3.714
H: 5.481 -0.799 4.771
H: 5.241 0.516 5.939
H: 4.272 -0.965 6.078
H: 4.567 -1.311 1.698
H: 4.896 0.427 1.960
H: 4.052 -0.112 0.493
H: 0.561 0.964 2.662
H: 1.597 1.800 3.855
H: -0.039 1.272 4.303

**DFT total energy**: -1976.9501 hartree